241
Properties=species:S:1:pos:R:3:forces:R:3 method="wB97M-V/def2-TZVPD" charge=+3 de_lowest_ev=0.000 lumo_ev=-4.31 homo_lumo_gap_ev=8.442 homo_energy_ev=-12.75
C 6.29222 0.68791 3.67454 0.48 1.22 0.79
C 6.50677 1.55408 2.42723 0.48 -0.90 0.16
C 5.44329 1.24554 1.37239 -1.06 1.48 1.04
N 5.53383 2.00785 0.08698 2.24 0.47 1.12
C 6.75450 1.57404 -0.61166 1.10 0.72 1.19
C 4.39272 1.77361 -0.79648 -1.83 -0.50 1.57
C 3.24049 2.55736 -0.07755 0.73 0.91 -1.87
C 4.00321 3.76007 0.62432 -1.18 -0.36 1.03
C 5.48357 3.47187 0.40741 0.06 1.22 -0.78
H 5.98926 -0.28148 3.40746 -0.20 -1.54 -0.33
H 5.52146 1.07696 4.32999 -0.21 0.19 0.04
H 7.22533 0.64485 4.27270 -0.52 -0.06 -0.41
H 7.53523 1.24952 2.11636 -0.75 0.75 -0.35
H 6.45541 2.58572 2.75281 0.32 0.21 -0.20
H 4.43138 1.48490 1.72177 0.32 0.09 0.56
H 5.39945 0.22466 1.15964 0.27 -1.76 -0.72
H 6.74265 0.51807 -0.59887 -0.09 -1.22 -0.54
H 7.66755 1.88250 -0.09000 -0.40 0.16 0.11
H 6.77545 2.00758 -1.57286 -0.02 0.25 -1.19
H 4.68628 2.15752 -1.76754 -0.38 -0.18 -0.18
H 4.20913 0.68829 -0.72692 0.14 0.32 -0.90
H 2.44991 2.78790 -0.82492 0.70 0.49 0.33
H 2.71220 1.92215 0.59526 0.08 -0.31 0.98
H 3.82087 4.74971 0.21296 -0.39 -0.12 -0.24
H 3.68116 3.80314 1.70045 0.53 -0.20 -1.02
H 5.75690 3.99993 -0.52147 0.20 -0.38 0.19
H 6.18277 3.86220 1.18644 -0.60 -0.96 -0.55
C -7.23942 5.71764 1.18646 0.04 -0.39 -0.05
C -6.51281 5.45242 -0.12507 1.23 1.45 -0.07
C -5.49961 4.28255 -0.09911 -0.35 2.46 -0.84
N -4.67835 4.19107 -1.37742 0.36 2.94 1.14
C -3.59340 5.24314 -1.26244 1.09 0.09 -2.74
C -5.39921 4.16885 -2.68448 -1.62 1.30 -0.88
C -6.21794 2.93405 -2.59142 1.11 -1.51 0.50
C -5.13817 1.98496 -2.00601 0.30 -1.22 1.90
C -4.05406 2.91303 -1.35109 0.83 -2.87 -0.40
H -6.55695 5.80631 2.00857 0.48 0.19 0.45
H -7.90306 4.91668 1.44330 -0.34 -0.71 0.08
H -7.87072 6.59561 1.16585 0.10 0.37 -0.28
H -6.00141 6.44701 -0.42047 -0.41 -1.65 0.37
H -7.24158 5.29622 -0.88862 -0.57 -0.28 -0.67
H -5.88123 3.33015 0.08989 -1.06 -1.36 0.28
H -4.74133 4.44270 0.64095 0.13 0.05 0.61
H -3.13703 5.15480 -0.27846 -0.05 0.15 -0.18
H -3.91977 6.25913 -1.53489 -0.40 -0.49 0.65
H -2.84355 5.03956 -2.11623 -1.05 0.05 1.50
H -4.70123 4.07635 -3.51172 0.41 0.27 0.42
H -6.05210 5.03557 -2.90568 0.80 0.03 0.63
H -6.48878 2.52467 -3.54464 -0.44 0.21 -0.56
H -7.09181 3.04334 -1.96759 -0.24 -0.05 0.21
H -4.67904 1.35544 -2.78440 -0.23 0.24 0.30
H -5.47992 1.32669 -1.14553 0.04 0.53 -1.31
H -3.18217 3.04215 -1.97862 0.22 -0.51 -0.20
H -3.76562 2.53357 -0.33218 -0.50 0.76 -0.88
C 4.30911 -3.33779 -6.25075 0.48 -1.07 -0.63
C 5.81165 -3.54538 -5.76097 -2.44 0.39 0.43
C 5.77197 -4.58750 -4.69854 -1.72 0.75 0.86
N 7.00908 -4.77933 -3.91848 0.85 -0.58 -0.38
C 6.82284 -6.03128 -3.06987 0.87 1.55 0.28
C 7.29973 -3.56002 -3.04246 1.31 -0.35 -0.04
C 8.75728 -3.14748 -3.33560 -0.88 -0.54 -0.91
C 8.94388 -3.66042 -4.80361 1.28 0.28 1.70
C 8.24559 -4.98212 -4.84908 -0.36 0.33 1.45
H 4.28350 -3.51840 -7.34601 -0.17 0.49 0.62
H 3.92529 -2.34995 -5.98859 0.20 -0.12 -0.21
H 3.58545 -4.08080 -5.82580 0.82 0.50 -0.12
H 6.10891 -2.62627 -5.33346 0.56 1.15 0.30
H 6.47649 -3.80580 -6.53753 0.54 -0.18 -1.14
H 5.51868 -5.49819 -5.20414 -0.11 -0.90 0.17
H 4.95511 -4.27791 -3.96361 1.08 -0.68 -0.72
H 7.74711 -6.04794 -2.42747 -1.35 -0.21 -0.12
H 6.84908 -6.89091 -3.72118 -0.23 -0.20 -0.20
H 5.83818 -5.87282 -2.58903 0.83 -0.44 0.26
H 7.08405 -3.87127 -2.04195 0.06 -0.06 0.58
H 6.67227 -2.72418 -3.25176 -0.85 0.18 -0.53
H 9.46717 -3.53229 -2.62368 0.31 -0.86 0.01
H 8.91620 -2.09382 -3.23753 -0.32 0.79 -0.22
H 10.00732 -3.70064 -5.01516 0.10 -0.29 -0.25
H 8.49386 -3.04391 -5.55886 -0.21 0.73 0.00
H 8.77466 -5.87293 -4.49511 0.06 0.41 -0.11
H 7.91105 -5.07328 -5.83914 -0.68 -0.99 -1.17
C 2.29805 -3.02663 3.98693 -1.61 0.82 -0.63
C 1.75683 -2.62131 5.34060 0.12 0.37 1.27
C 2.75401 -1.84374 6.21873 1.13 0.37 -1.35
N 2.17255 -1.19183 7.42178 0.50 0.66 1.39
C 1.46986 -2.19993 8.26074 1.17 1.50 1.04
C 3.25390 -0.57625 8.29395 1.38 0.38 -0.30
C 2.64808 0.62239 9.06074 -0.27 -0.39 -0.70
C 1.29086 0.91339 8.36988 0.41 -0.12 0.01
C 1.28238 0.02951 7.10814 2.43 0.43 0.53
H 1.46741 -3.56487 3.50841 0.46 -0.26 0.14
H 3.15219 -3.64680 4.10042 0.85 -0.59 -0.14
H 2.48050 -2.19550 3.28512 0.32 -0.03 0.58
H 1.47878 -3.54383 5.86495 -0.15 0.16 -0.08
H 0.85902 -2.01267 5.27019 -0.26 -0.07 -0.37
H 3.17785 -0.98807 5.60897 -0.16 -1.05 0.64
H 3.54621 -2.54734 6.58405 -0.44 0.78 -0.28
H 2.14826 -3.03658 8.39887 -0.33 -0.25 -0.09
H 0.57311 -2.37447 7.75960 -1.51 -1.03 -0.50
H 1.29036 -1.71061 9.23032 -0.14 -0.41 -0.27
H 3.83286 -1.35685 8.84272 -0.95 0.45 -0.11
H 4.01175 -0.12344 7.64178 -0.35 -0.34 -0.35
H 2.50882 0.46209 10.11115 0.04 -0.21 0.53
H 3.31758 1.46237 8.92480 0.12 0.10 0.14
H 0.47725 0.63473 9.03869 -0.08 0.05 -0.08
H 1.19326 1.99298 8.14744 -0.05 -0.71 -0.14
H 0.33368 -0.37285 6.95094 -1.57 -0.27 -1.07
H 1.85027 0.50231 6.27295 -1.05 -0.19 0.20
C -1.37356 -4.63657 -1.64034 -1.28 -0.33 0.52
C 0.08577 -4.59986 -1.33540 1.49 -0.11 -0.23
C 0.37552 -5.48373 -0.14420 1.51 0.84 0.97
N 1.86966 -5.60102 0.35893 -1.50 0.61 -1.33
C 2.28423 -4.24166 0.79707 -0.96 -1.49 1.44
C 2.86339 -6.08185 -0.63352 0.04 0.16 -0.22
C 3.97416 -6.60718 0.29771 1.66 1.36 -1.73
C 3.33845 -7.04887 1.57125 -0.01 -0.70 -0.66
C 1.90777 -6.72170 1.33878 -1.03 0.17 1.33
H -1.70924 -3.91511 -2.35707 0.26 0.55 -0.56
H -2.01060 -4.45232 -0.75547 0.45 -0.24 -0.11
H -1.64716 -5.59122 -2.05815 -0.23 -0.53 0.00
H 0.39747 -3.57215 -1.19099 0.29 0.18 0.15
H 0.66328 -5.03074 -2.17643 -0.25 0.54 0.10
H 0.19977 -6.47839 -0.44958 -0.82 -1.23 0.04
H -0.11669 -5.14387 0.77924 -0.29 -0.50 -0.63
H 2.63636 -3.73222 -0.04042 0.03 1.16 -1.40
H 3.11672 -4.34942 1.43519 0.93 -0.04 0.97
H 1.43353 -3.83985 1.33074 0.00 0.58 -0.06
H 3.14203 -5.22722 -1.28898 0.03 -0.80 0.22
H 2.36999 -6.89116 -1.18913 0.26 0.19 -0.05
H 4.67588 -5.78993 0.47652 -0.09 0.02 -0.10
H 4.56083 -7.33255 -0.25637 -0.02 -0.45 0.23
H 3.71565 -6.64293 2.47394 0.51 1.01 0.64
H 3.51848 -8.08307 1.70026 -0.31 -1.31 0.14
H 1.44151 -6.46661 2.28617 -0.61 0.21 -0.27
H 1.36277 -7.52533 0.84361 0.02 -0.04 0.24
C -4.21844 5.30224 -11.03248 0.30 -1.26 -0.62
C -3.63375 5.90906 -9.74437 0.81 -0.87 -1.49
C -4.41758 7.09516 -9.34873 -0.21 0.81 1.50
N -4.35583 7.52122 -7.85064 1.94 -0.23 -0.34
C -2.88868 7.54439 -7.44085 -0.22 0.54 1.36
C -4.94143 8.92091 -7.70109 -0.08 -0.91 1.36
C -6.43380 8.62868 -7.74312 -0.27 0.05 -0.39
C -6.63253 7.18205 -7.28048 0.00 -0.74 0.24
C -5.21848 6.62322 -7.04061 -0.57 -0.31 0.38
H -4.96134 4.49550 -10.84357 -0.13 1.05 -0.01
H -3.45827 4.71144 -11.59964 -0.18 0.72 0.51
H -4.56251 6.08528 -11.72631 -0.23 -0.42 0.27
H -2.61684 6.16571 -10.02189 0.27 0.29 0.45
H -3.57383 5.15936 -8.99985 0.03 -0.77 0.95
H -5.46093 6.88225 -9.54425 -0.25 0.60 -0.26
H -3.96769 7.94269 -9.84182 -0.65 0.46 -0.52
H -2.37829 8.16985 -8.18372 0.05 -0.33 0.23
H -2.43402 6.55036 -7.26066 -0.57 0.25 -0.56
H -2.83989 8.04048 -6.43269 -0.12 -0.35 -1.02
H -4.59957 9.35570 -6.71632 -0.35 -0.70 -1.01
H -4.55863 9.53054 -8.49218 0.13 0.38 -0.46
H -7.00349 9.26962 -7.10529 -0.16 0.67 0.31
H -6.82407 8.76390 -8.74496 -0.01 0.06 -0.20
H -7.14895 7.16094 -6.31808 -0.19 -0.09 -0.27
H -7.21169 6.57760 -8.00952 0.33 0.42 0.47
H -4.94723 6.58497 -5.97200 0.32 0.58 -0.55
H -5.07492 5.59455 -7.35815 0.05 -0.02 -0.29
C -3.78025 -1.00588 6.97765 -0.94 0.12 -1.31
C -4.68926 -1.82095 5.92948 -0.40 -0.10 0.35
C -4.06764 -1.93080 4.54021 0.28 1.51 0.34
N -4.87710 -2.69542 3.51904 0.64 1.22 -0.27
C -6.29315 -2.27676 3.43523 -0.74 0.07 -0.87
C -4.81386 -4.16175 3.62629 1.06 -0.54 0.40
C -5.16139 -4.70891 2.26589 1.66 -1.57 -1.59
C -4.92826 -3.52095 1.24821 1.28 0.44 1.56
C -4.23405 -2.40957 2.15688 -1.66 -2.27 -0.02
H -4.06461 0.09356 6.95945 0.33 -1.35 0.04
H -2.71094 -1.07868 6.62697 -0.93 -0.12 0.80
H -3.98960 -1.42168 7.99524 0.62 0.46 -0.88
H -5.71074 -1.38132 5.81299 0.86 -0.11 0.43
H -4.83670 -2.85897 6.28583 0.07 0.47 0.17
H -3.07047 -2.36803 4.61471 -0.10 -0.34 -0.30
H -3.96687 -0.90427 4.11030 -0.21 -0.75 0.28
H -6.38482 -1.20564 3.27420 0.32 0.15 0.44
H -6.88324 -2.63216 4.28192 0.27 0.07 -0.08
H -6.65479 -2.72301 2.49973 -0.32 -0.01 0.69
H -5.55648 -4.52114 4.33280 0.47 0.09 0.55
H -3.74795 -4.37535 3.87664 -0.93 -0.10 0.25
H -6.13482 -5.17995 2.28095 -0.53 0.51 -0.37
H -4.49622 -5.63874 2.03343 -0.80 1.84 0.31
H -5.83451 -3.12861 0.87344 -0.95 0.19 -0.63
H -4.27680 -3.73776 0.41059 0.04 -0.31 -0.01
H -4.33561 -1.36837 1.94869 -0.51 0.72 -0.46
H -3.20657 -2.65250 2.24487 1.05 -0.29 0.37
C -2.69610 -1.50059 -1.05858 0.74 1.45 -1.74
C -1.68626 -1.33941 0.07304 -0.11 0.30 0.52
C -1.31145 0.08952 0.37826 -0.69 -0.02 0.01
N -0.41332 0.30823 1.57973 -0.46 -0.52 0.07
C 0.91172 -0.25662 1.24453 -0.24 -0.78 -0.22
C -1.01985 -0.30359 2.87732 3.48 1.01 -0.03
C -0.85766 0.75250 3.97864 0.20 0.49 -1.31
C -1.00333 2.08524 3.18113 0.28 0.16 0.73
C -0.30435 1.77634 1.84943 -0.74 2.10 -1.35
H -3.48762 -0.68562 -1.10746 0.56 -1.40 0.45
H -3.01215 -2.53689 -1.09120 -0.79 0.20 0.22
H -2.15460 -1.40773 -2.05664 -0.47 0.13 1.07
H -0.80481 -1.90736 -0.17362 0.28 -0.39 0.06
H -2.06668 -1.72105 1.01375 -0.02 -0.43 -0.29
H -2.21669 0.63628 0.57133 -0.59 0.34 0.36
H -0.87035 0.56016 -0.47616 0.72 0.38 -0.43
H 1.59579 -0.14639 2.04666 0.57 0.44 1.03
H 1.25985 0.29037 0.39214 0.32 0.18 -0.54
H 0.85879 -1.32683 1.01608 -0.37 0.28 0.00
H -0.40959 -1.17902 3.02700 -0.48 -0.61 0.28
H -2.00491 -0.49522 2.65471 -2.25 -0.59 -0.30
H 0.15419 0.73510 4.45619 -1.00 -0.29 -0.19
H -1.72011 0.59681 4.61354 0.24 0.16 0.78
H -0.52504 2.93324 3.69718 0.33 -0.47 -0.24
H -2.03180 2.44970 3.13060 -0.19 -0.62 -0.55
H 0.76586 2.09194 1.92477 -0.78 -0.41 -0.19
H -0.84515 2.27646 0.94413 1.27 -0.51 1.69
O -5.43594 2.74986 2.58876 0.89 -0.20 -1.52
C -4.96705 1.42356 2.30030 -0.82 2.31 -0.88
O -4.50512 1.29992 1.13550 -0.06 -0.55 1.41
O -5.17245 0.67222 3.24688 0.62 -1.63 0.26
H -5.69752 2.73419 3.49918 -0.33 -0.13 0.80
O -0.83822 -5.31665 2.77662 -0.26 -0.08 -0.30
C -0.97083 -3.92783 2.97855 0.31 -1.28 2.21
O -1.21936 -3.61033 4.17411 -0.16 0.31 -1.30
O -0.73324 -3.28919 1.96378 0.17 1.01 -0.71
H -1.19290 -5.73810 3.56036 0.05 -0.13 0.40
O 3.45342 2.57368 5.32219 -0.13 -1.32 -0.51
C 2.94374 1.96456 4.12781 -0.71 2.12 0.65
O 2.70011 2.75296 3.16964 0.47 -1.25 0.82
O 2.70824 0.76461 4.28766 0.09 -0.66 -0.54
H 3.50034 3.51639 5.21131 -0.02 0.68 -0.42
O -2.47827 3.77770 -4.09730 -0.35 0.59 0.39
C -2.75068 4.80346 -5.04108 -0.17 -0.19 -1.41
O -2.22264 4.64602 -6.16847 -0.28 0.18 1.00
O -3.54940 5.67628 -4.64658 0.54 -0.31 0.34
H -1.95921 3.11649 -4.54962 0.34 -0.15 -0.45
O 5.25212 -3.77627 -0.56726 -0.65 -0.46 -0.51
C 4.72951 -2.76197 -1.41949 0.84 0.24 -0.09
O 5.13318 -1.60378 -1.12449 -0.75 -0.89 -0.46
O 4.04846 -3.24269 -2.34299 0.00 0.69 0.58
H 5.87882 -3.33203 -0.01647 0.57 0.57 0.78